Formula: C29H46N2O5S
Source: OMol25
Level of theory: the ωB97M-V functional and the def2-TZVPD basis

Properties
Structure (SMILES): CCCCCCCCCCCCCCC[C@@H]1[C@@H](O)COS(=O)(=O)[C@]1(O)c1ccncc1.c1ccncc1
Largest force on an atom (eV/Å): 1.31
Energy relative to the best compared isomer or geometry (same formula, charge and spin) (eV): 0.000
Charge: 0

Cartesian coordinates (Å):
C1 -4.20977 5.33213 -3.66929
C2 -3.35131 4.22888 -3.02980
C3 -4.16620 3.10351 -2.39946
C4 -3.91538 1.76290 -3.03691
C5 -4.75067 0.67448 -2.40687
C6 -4.50179 -0.65927 -3.06167
C7 -5.19591 -1.88597 -2.42134
C8 -5.79120 -1.70586 -1.04315
C9 -4.83241 -1.76328 0.15074
C10 -3.97107 -3.04028 0.18468
C11 -2.46331 -2.84614 0.34194
C12 -1.69569 -2.60201 -0.95310
C13 -0.38554 -3.38499 -1.06657
C14 0.61209 -3.28605 0.09380
C15 1.81744 -2.38576 -0.14447
C16 1.53210 -0.92990 -0.47091
C17 2.64539 -0.38232 -1.38469
O1 2.12325 -0.38831 -2.70742
C18 3.14353 0.98152 -1.03272
O2 2.09239 1.93454 -0.88820
S1 1.16876 1.72081 0.37965
O3 1.63205 2.46527 1.49452
O4 -0.14741 1.96913 -0.06500
C19 1.23373 -0.08456 0.77384
O5 -0.09955 -0.30661 1.14204
C20 2.13365 -0.35867 1.96076
C21 1.58962 -0.50239 3.21133
C22 2.40033 -0.76099 4.28618
N1 3.72374 -0.86122 4.22918
C23 4.22107 -0.71526 3.00519
C24 3.49965 -0.49032 1.87110
H1 -5.22231 4.99625 -3.80843
H2 -3.82600 5.59944 -4.63890
H3 -4.22054 6.22098 -3.06109
H4 -2.70211 4.69463 -2.31051
H5 -2.74591 3.81327 -3.82055
H6 -5.22047 3.34181 -2.43854
H7 -3.88990 3.02618 -1.36235
H8 -4.11561 1.82085 -4.09975
H9 -2.87235 1.49629 -2.91768
H10 -4.52083 0.68623 -1.35179
H11 -5.78785 0.96162 -2.53552
H12 -4.88996 -0.57766 -4.06525
H13 -3.44334 -0.85146 -3.15692
H14 -4.50626 -2.71314 -2.42473
H15 -5.99565 -2.17901 -3.08306
H16 -6.40975 -0.82400 -0.99541
H17 -6.45790 -2.54349 -0.88104
H18 -5.46367 -1.77355 1.02582
H19 -4.23159 -0.87301 0.24505
H20 -4.26945 -3.57552 1.07284
H21 -4.20050 -3.68262 -0.65105
H22 -2.05550 -3.70505 0.85701
H23 -2.32691 -1.98886 0.98324
H24 -1.55918 -1.54306 -1.10500
H25 -2.31731 -2.93841 -1.76914
H26 0.10790 -3.04635 -1.96698
H27 -0.65173 -4.42209 -1.19883
H28 1.01804 -4.27899 0.21362
H29 0.11434 -3.08027 1.02979
H30 2.32932 -2.79962 -0.99851
H31 2.49177 -2.49229 0.69307
H32 0.64048 -0.89124 -1.06457
H33 3.50085 -1.04266 -1.38751
H34 2.05906 0.50945 -3.03253
H35 3.78793 1.00001 -0.17392
H36 3.75454 1.32641 -1.84953
H37 -0.16311 -1.20239 1.48161
H38 0.53777 -0.40637 3.36370
H39 1.94685 -0.89253 5.24934
H40 5.28878 -0.79528 2.91233
H41 4.00994 -0.42739 0.93767
N2 9.36668 2.39509 4.63857
C25 8.39789 2.80428 5.45268
C26 7.06942 2.42870 5.31827
C27 6.72824 1.58214 4.27689
C28 7.72578 1.14906 3.41900
C29 9.02413 1.58225 3.64450
H42 8.70649 3.46761 6.25310
H43 6.32399 2.79089 6.01213
H44 5.70298 1.26802 4.13720
H45 7.50665 0.48845 2.59070
H46 9.83424 1.26345 2.99758

Atoms 1-2, force components in eV/Å:
0.34 -0.29 0.14
-0.68 0.36 -0.54

***

Formula: C29H46N6RuSSi4Te
Source: OMol25
Level of theory: the ωB97M-V functional and the def2-TZVPD basis

Properties
<S²>: 1.199
2S+1: 2
Largest force on an atom (eV/Å): 3.18
Energy relative to the best compared isomer or geometry (same formula, charge and spin) (eV): 1.142
Charge: +1

Cartesian coordinates (Å):
Ru1 -0.46795 -2.26280 0.05308
C1 3.58965 -1.12040 -3.26642
C2 3.93685 -0.54070 -2.05672
C3 3.33535 -0.93600 -0.88122
C4 2.33785 -1.92700 -0.87982
C5 1.99495 -2.49770 -2.11932
C6 2.61985 -2.11120 -3.28492
N1 1.58135 -2.24590 0.22058
C7 2.01225 -1.97370 1.50388
C8 3.33735 -2.00720 1.94158
C9 3.64235 -1.71980 3.26278
C10 2.64455 -1.38610 4.17458
C11 1.32185 -1.36630 3.78628
C12 0.99345 -1.67240 2.46258
N2 -0.26465 -1.69220 1.96178
N3 -1.33585 -1.45410 2.69018
C13 -2.47335 -1.59840 2.02058
C14 -3.71705 -1.30860 2.62718
C15 -4.86855 -1.44010 1.90498
C16 -4.79695 -1.85730 0.56548
C17 -3.56385 -2.12350 0.02218
N4 -2.42345 -2.02630 0.70878
H1 4.05545 -0.80070 -4.18472
H2 4.66925 0.25080 -2.02012
H3 3.60205 -0.44750 0.04068
H4 1.23005 -3.26310 -2.15222
H5 2.33555 -2.56290 -4.22322
H6 4.11895 -2.27910 1.24558
H7 4.67155 -1.76060 3.58708
H8 2.89445 -1.14820 5.19708
H9 0.52175 -1.11550 4.46578
H10 -3.70795 -0.97110 3.64698
H11 -5.82475 -1.21980 2.35508
H12 -5.68185 -1.96040 -0.04302
H13 -3.47215 -2.43540 -1.01502
C18 -0.53415 2.97320 -4.06612
Si1 0.47405 3.62060 -2.58072
C19 0.32125 5.51380 -2.40252
C20 2.31085 3.13090 -2.77622
Si2 -0.38935 2.55980 -0.59862
Te1 -0.37235 0.08620 -1.09122
Si3 -2.69485 3.08930 -0.08342
C21 -2.78515 4.96200 0.26698
C22 -3.77835 2.59320 -1.57492
C23 -3.25735 2.06930 1.43098
Si4 1.13515 2.91470 1.29888
C24 0.28225 2.29190 2.88818
C25 1.47875 4.78440 1.38498
C26 2.77035 1.97740 1.04368
H14 -0.12875 3.31740 -5.01312
H15 -1.56905 3.29620 -4.01862
H16 -0.52995 1.88670 -4.07792
H17 0.79425 6.01810 -3.23912
H18 0.79945 5.86920 -1.49642
H19 -0.71485 5.83340 -2.37602
H20 2.69505 3.40990 -3.75352
H21 2.43635 2.05680 -2.66832
H22 2.93235 3.61920 -2.03192
H23 -2.40195 5.53650 -0.56962
H24 -2.20605 5.22940 1.14488
H25 -3.80715 5.28380 0.44158
H26 -3.53075 3.16830 -2.46062
H27 -4.83615 2.74120 -1.37572
H28 -3.63165 1.54340 -1.81292
H29 -2.86595 2.46630 2.36108
H30 -2.91255 1.04310 1.34248
H31 -4.33955 2.03720 1.52118
H32 -0.50505 2.96790 3.20568
H33 0.99335 2.21040 3.70708
H34 -0.15935 1.30940 2.74588
H35 0.57015 5.36990 1.31138
H36 2.14495 5.10090 0.59078
H37 1.95505 5.03780 2.32618
H38 2.60365 0.91380 1.17298
H39 3.52805 2.27600 1.76268
H40 3.17595 2.13900 0.05018
S1 -1.15485 -3.87610 -1.80492
C27 -0.68345 -5.31020 -1.09402
N5 -0.28475 -5.44350 0.17808
C28 -0.07135 -6.83390 0.54008
C29 -0.18695 -7.55210 -0.81942
N6 -0.67075 -6.50150 -1.69602
H41 -0.35545 -4.66330 0.83878
H42 -0.83955 -7.16740 1.24478
H43 0.90915 -6.97280 1.00078
H44 -0.88795 -8.38930 -0.79702
H45 0.78255 -7.92250 -1.16452
H46 -0.85615 -6.63400 -2.67442

Atoms 1-2, force components in eV/Å:
0.70 0.45 2.07
-0.03 -0.01 0.00

***

Formula: C29H47BrIrN4
Source: OMol25
Level of theory: the ωB97M-V functional and the def2-TZVPD basis

Properties
<S²>: 8.764
2S+1: 6
Largest force on an atom (eV/Å): 3.18
Energy relative to the best compared isomer or geometry (same formula, charge and spin) (eV): 0.275
Charge: -2

Cartesian coordinates (Å):
Ir1 -0.03836 -0.12966 0.81876
C1 -0.95865 -0.20173 4.79922
C2 -0.79152 -0.15762 2.57518
N1 -0.15408 0.15361 3.74163
H1 -2.94478 -1.11355 4.85556
N2 -2.03491 -0.60115 2.93877
H2 -0.66961 -0.11099 5.82632
C3 0.60203 -1.96900 0.41872
C4 0.70004 -2.37446 -0.92989
C5 0.74690 -3.75175 -1.22187
C6 0.75559 -4.72624 -0.22392
C7 0.91349 -4.28674 1.08896
C8 0.84075 -2.92855 1.43708
H3 0.71230 -1.61296 -1.71525
H4 0.73185 -4.09756 -2.25592
H5 1.04392 -5.05798 1.84861
H6 0.95249 -2.61056 2.47503
C9 0.63307 -6.19660 -0.54173
H7 0.41880 -6.75958 0.37481
H8 1.56056 -6.58671 -0.98094
H9 -0.18120 -6.38020 -1.25546
C10 1.10980 0.94235 3.81909
C11 1.71613 0.73997 5.19640
C12 2.04974 0.47902 2.71394
H10 1.90756 -0.31374 5.42743
H11 2.68271 1.24707 5.21883
H12 1.10983 1.18300 5.99496
H13 1.68055 3.00334 3.64715
H14 0.11088 2.77296 4.41703
H15 1.61632 0.65205 1.67432
C13 0.76068 2.41322 3.61612
H16 2.35095 -0.56979 2.84091
H17 2.94308 1.11700 2.73974
H18 0.29345 2.58070 2.64072
C14 -2.10236 -0.71217 4.30752
C15 -2.71057 -2.53134 1.62122
H19 -3.03975 -3.20894 2.41833
H20 -3.21879 -2.81687 0.69183
C16 -3.05530 -1.08292 1.98036
H21 -3.45676 -0.73741 -0.12986
C17 -4.43416 -0.99616 2.63681
H22 -4.67203 0.05852 2.86943
H23 -1.63059 -2.65313 1.45649
H24 -1.95981 0.05498 0.40120
H25 -4.47763 -1.60192 3.56029
H26 -5.16846 -1.38566 1.90944
C18 -3.01353 -0.21254 0.73109
H27 -3.52243 0.74214 0.91662
C19 1.71970 2.68494 -4.02194
N3 1.83319 1.93945 -2.86542
H28 0.05365 2.75441 -5.45014
N4 -0.06415 1.44015 -3.74290
H29 2.47521 3.37997 -4.31523
C20 2.90390 2.25772 -1.88789
C21 4.20787 2.53099 -2.62303
C22 2.46088 3.52732 -1.16857
H30 4.18969 3.44913 -3.22316
H31 4.99342 2.66294 -1.86889
H32 4.51079 1.68253 -3.24899
H33 3.96952 1.30854 -0.28975
H34 3.39530 0.20125 -1.54564
H35 1.63070 3.27813 -0.49930
C23 3.12473 1.08763 -0.95945
H36 2.11798 4.26976 -1.90356
H37 3.27300 3.96959 -0.58034
H38 2.24236 0.88351 -0.33527
C24 0.53046 2.37614 -4.57217
C25 -2.27207 2.30080 -3.28615
H39 -1.94721 3.25063 -3.73443
H40 -3.35039 2.19345 -3.45569
C26 -1.50889 1.12813 -3.89822
H41 -2.92407 -0.27874 -3.15238
C27 -1.84237 0.99641 -5.37680
H42 -1.22669 0.24037 -5.87786
H43 -2.08828 2.33416 -2.20445
H44 -1.46972 -0.13498 -2.13372
H45 -1.76687 1.93650 -5.93854
H46 -2.88108 0.65942 -5.46273
C28 -1.83066 -0.15661 -3.16984
H47 -1.41985 -1.01757 -3.71239
C29 0.71744 1.20891 -2.66536
Br1 -0.46574 1.99124 -0.22086

Atoms 1-2, force components in eV/Å:
1.09 0.15 -1.17
0.39 0.07 0.39

***

Formula: C29H47CdCl2FN3O4Si
Source: OMol25
Level of theory: the ωB97M-V functional and the def2-TZVPD basis

Properties
Largest force on an atom (eV/Å): 2.92
Energy relative to the best compared isomer or geometry (same formula, charge and spin) (eV): 1.628
Charge: -1

Cartesian coordinates (Å):
C1 -1.63323 -0.45068 -4.68278
C2 -1.18173 -1.67041 -3.94102
H1 -1.54131 -0.55882 -5.77234
H2 -1.04306 0.41925 -4.34516
H3 -2.69854 -0.23935 -4.48618
C3 -0.77264 -2.78633 -4.54292
C4 -0.58781 -2.93742 -6.01752
H4 -0.61628 -3.69686 -3.95268
H5 -0.58567 -1.98350 -6.54085
H6 -1.39388 -3.51335 -6.46855
H7 0.33430 -3.47532 -6.23254
Cd1 0.00146 0.67979 -0.04652
Cl1 0.88423 3.04301 -0.57088
C5 -0.38011 -2.05361 1.56146
O1 0.39006 -1.08758 1.32803
N1 0.00935 -3.14635 2.23120
C6 1.36920 -3.27327 2.72620
C7 -0.91580 -4.21738 2.58445
H8 -1.43236 -2.05676 1.22254
H9 1.93968 -2.38188 2.47065
H10 1.84226 -4.15643 2.28281
H11 1.35072 -3.41566 3.81254
H12 -1.90574 -3.98095 2.16711
H13 -0.98066 -4.30903 3.67817
H14 -0.56350 -5.16930 2.16454
H15 0.65020 3.75522 5.35291
H16 -1.32035 5.19209 4.60641
C8 1.03470 3.80684 4.32352
C9 -0.86955 5.19528 3.60130
N2 -0.06243 4.00101 3.39256
H17 1.56790 2.89112 4.07656
C10 -0.37189 3.11454 2.42618
O2 0.27986 2.08087 2.17855
H18 -1.67288 5.22302 2.85397
H19 -1.28329 3.38879 1.86168
H20 1.70852 4.67368 4.26841
H21 -0.24110 6.09655 3.50307
H22 1.51361 0.00209 -3.70804
H23 1.98474 -2.75684 -3.62570
C11 2.50294 0.03852 -3.24080
C12 2.92945 -2.39806 -3.19767
N3 2.71041 -1.16552 -2.45606
H24 2.56226 0.91371 -2.58952
C13 2.71969 -1.13452 -1.10050
O3 2.40978 -0.14699 -0.40422
H25 3.32634 -3.16710 -2.52854
H26 3.06365 -2.09569 -0.65123
H27 3.27020 0.07158 -4.02235
H28 3.61696 -2.20923 -4.02944
O4 -0.35072 -0.54870 -2.04603
C14 -1.24096 -1.49943 -2.39918
C15 0.13247 -3.42781 -1.37127
C16 -1.10342 -2.86060 -1.66520
H29 1.02118 -2.82976 -1.57217
C17 0.21214 -4.74270 -0.90562
H30 -2.27220 -1.13801 -2.21360
C18 -2.27030 -3.55805 -1.35142
H31 1.19811 -5.17610 -0.74367
C19 -0.95245 -5.47918 -0.68830
C20 -2.20089 -4.87419 -0.87725
H32 -3.24344 -3.07847 -1.54799
H33 -0.87753 -6.51560 -0.34897
H34 -3.11801 -5.43356 -0.65741
Si1 -0.32639 4.13615 -2.16116
Cl2 -1.02922 2.37457 -3.03553
C21 1.32300 5.06164 -2.61705
C22 -1.71291 4.42573 -0.87229
C23 -0.94027 5.58494 -3.36391
H35 2.24779 4.57286 -2.30825
H36 1.27670 6.04398 -2.12940
H37 1.43786 5.27140 -3.68625
H38 -0.34675 5.66872 -4.28265
H39 -0.81514 6.51899 -2.80441
H40 -1.98629 5.48555 -3.66284
H41 -1.86874 3.56194 -0.22373
H42 -2.66462 4.61992 -1.37778
H43 -1.46818 5.28599 -0.25238
F1 -6.16006 -0.09606 1.25566
C24 -4.82500 0.15871 1.03387
C25 -3.94363 0.10076 2.11101
C26 -2.57874 0.35031 1.85374
C27 -2.17246 0.63666 0.57552
C28 -3.06721 0.78510 -0.45695
C29 -4.43179 0.50476 -0.25203
H44 -4.29628 -0.14821 3.10245
H45 -1.86985 0.33149 2.67496
H46 -2.72053 1.12840 -1.42746
H47 -5.13216 0.57186 -1.07576

Atoms 1-2, force components in eV/Å:
0.28 0.43 -0.21
-0.25 -0.43 0.55

***

Formula: C29H47ClN4O3STc
Source: OMol25
Level of theory: the ωB97M-V functional and the def2-TZVPD basis

Properties
Electronic energy (Ha): -2516.990664
<S²>: 3.774
2S+1: 4
Largest force on an atom (eV/Å): 3.07
Charge: -2

Cartesian coordinates (Å):
Tc1 -0.14052 0.44603 0.53066
Cl1 1.18877 0.34222 -1.28097
C1 0.15764 1.02334 4.39872
C2 0.56365 1.29552 2.20393
N1 0.95490 0.63920 3.36926
H1 -1.38845 2.59819 4.46991
N2 -0.31850 2.24826 2.65736
H2 0.14749 0.51430 5.35305
C3 2.08583 -0.27479 3.56671
C4 2.97494 0.26148 4.69494
C5 1.53396 -1.61815 3.97621
H3 2.50283 0.15761 5.68038
H4 3.90333 -0.32336 4.72219
H5 3.23046 1.31553 4.54918
H6 3.70540 -1.03560 2.42254
H7 3.21194 0.60787 1.95156
H8 0.77915 -1.95317 3.26735
C6 2.84825 -0.37454 2.26128
H9 1.11257 -1.62119 4.98529
H10 2.34295 -2.35216 3.92861
H11 2.24268 -0.81990 1.46522
C7 -0.61340 2.04586 3.96807
C8 -2.38690 3.20421 1.84811
H12 -2.78389 3.42547 2.84784
H13 -2.79248 3.94825 1.14920
C9 -0.87160 3.31214 1.82907
H14 -0.62506 3.92990 -0.18969
C10 -0.49560 4.67232 2.41214
H15 0.57931 4.75365 2.60839
H16 -2.72383 2.21375 1.51853
H17 -0.70044 2.15154 -0.06341
H18 -1.04312 4.86617 3.34129
H19 -0.77706 5.45934 1.69724
C11 -0.29830 3.10021 0.44676
H20 0.79288 3.14392 0.44877
C12 1.02363 -1.88390 -6.64037
N3 0.96317 -1.85619 -5.25821
H21 0.18353 -0.45139 -8.08096
N4 -0.08369 -0.11969 -5.95435
H22 1.51434 -2.65252 -7.20470
C13 1.74662 -2.73932 -4.38339
C14 1.97259 -4.06994 -5.07862
C15 3.07218 -2.05496 -4.08517
H23 2.59626 -3.96173 -5.97729
H24 2.50345 -4.73386 -4.38354
H25 1.01762 -4.54575 -5.34049
H26 1.51899 -3.54404 -2.42209
H27 0.00067 -3.40523 -3.32813
H28 2.91858 -1.14501 -3.49063
C16 0.95052 -2.90823 -3.10938
H29 3.59703 -1.81128 -5.01734
H30 3.70946 -2.73906 -3.51362
H31 0.77015 -1.94579 -2.62197
C17 0.36192 -0.79045 -7.07962
C18 0.48036 2.22880 -5.75048
H32 1.23852 2.12411 -6.53626
H33 0.07547 3.24506 -5.81144
C19 -0.65235 1.23626 -5.96069
H34 -1.99970 2.33305 -4.72838
C20 -1.34074 1.49434 -7.28491
H35 -2.13909 0.76521 -7.47118
H36 0.94431 2.09732 -4.76455
H37 -1.14213 1.01487 -3.86753
H38 -0.63574 1.49572 -8.12591
H39 -1.80000 2.48825 -7.24216
C21 -1.62594 1.30538 -4.80543
H40 -2.47897 0.64945 -5.00472
C22 0.29555 -0.76198 -4.82925
C23 -2.01711 -1.42083 7.53070
C24 -2.18047 -1.44573 6.03314
C25 -1.73232 -2.55019 5.29338
C26 -1.83383 -2.58182 3.90051
C27 -2.28667 -1.43415 3.21937
C28 -2.85526 -0.37954 3.94029
C29 -2.76079 -0.37929 5.33721
S1 -2.02835 -1.39563 1.45141
O1 -0.51470 -1.56696 1.32529
O2 -2.82034 -2.35989 0.74527
O3 -2.23396 0.06157 1.02868
H41 -2.77459 -2.02180 8.05168
H42 -1.04660 -1.82253 7.84547
H43 -2.06266 -0.39583 7.90319
H44 -1.29726 -3.40959 5.81294
H45 -1.57214 -3.48707 3.34129
H46 -3.34115 0.45040 3.42630
H47 -3.09809 0.47795 5.93097

Atoms 1-2, force components in eV/Å:
-1.35 -0.18 0.56
1.17 0.04 -0.86

***

Question: largest force on an atom of number 5 (C29H47ClN4O3STc)?
Answer: 3.07 eV/Å